1.
ORCA calculation (the ωB97M-V functional and the def2-TZVPD basis) on a 6-piece molecular cluster, C45H98F3N2O17S overall.

ORCA input file:
```
! wB97M-V def2-TZVPD RIJCOSX def2/J DEFGRID3
* xyz 1 1
S -0.8047 -4.1393 3.1684
F 4.9738 -4.3036 2.4204
F 3.8733 -4.0298 4.2748
F 5.8674 -3.1990 4.0513
O 2.3418 -3.5420 -1.0836
O 4.8283 -4.8630 -7.4327
O 5.0750 -1.2354 2.4507
O 2.3329 4.5055 -5.9176
O 1.5919 1.5748 1.9184
O 1.9336 -0.5737 2.6286
O -3.1548 0.5301 8.0319
O 4.5274 6.2867 -3.1720
O 4.3965 -4.9942 -4.5265
O -5.8387 2.5583 2.0484
O -3.4183 3.6016 0.7219
O 2.0654 5.7229 -1.6487
O -7.7060 -0.4873 2.2030
O -2.0450 1.0047 5.3618
O 3.6247 0.0495 -0.8834
O 1.8789 3.8468 -8.7498
O 2.0529 -0.8139 0.3291
N -0.4067 -1.1001 1.0222
N 3.3307 -0.0136 0.2177
C 1.0166 0.4797 2.5463
C 4.0862 -2.1272 2.8882
C 1.2350 4.8977 -8.0531
C 3.8060 -5.4157 -0.8039
C 0.9197 2.7765 2.3064
C 1.9385 -1.4962 1.5636
C -0.0917 4.8906 1.5038
C -2.2783 -1.8505 -0.5419
C -3.0886 0.0816 5.6542
C 3.9189 -5.7383 -6.7949
C -3.9158 0.5216 6.8412
C 3.3831 -5.1519 -5.5073
C -4.7351 -2.3859 -0.0233
C 0.8758 3.7536 1.1565
C 3.3843 5.5407 -1.1651
C 1.4536 2.5551 -8.3647
C 6.1894 -5.2025 -7.2365
C -8.0564 -1.8413 1.9729
C 0.5387 -2.1962 1.4840
C -0.7970 0.5848 5.8761
C -3.7448 -1.4621 -0.7564
C 0.5059 -5.3436 3.5589
C 0.9956 -3.1505 -0.9437
C 2.0994 5.4562 -6.9448
C -0.3293 0.1389 1.8664
C -1.8565 -1.5125 0.8891
C 0.1609 -2.6245 2.9308
C 4.7245 -3.4172 3.4132
C 3.7977 7.1924 -3.9802
C -4.5308 2.4900 2.5824
C 0.5530 -5.7242 5.0376
C -6.0538 1.7075 0.9356
C 4.3703 6.5086 -1.7821
C 1.7082 4.7940 -2.6582
C 2.5429 -4.9019 -1.4615
C 0.4969 -3.3656 0.4971
C 3.6039 3.8820 -5.9954
C -3.6708 3.6508 2.1180
C 4.8815 -3.6681 -4.4201
C -5.8349 -1.6047 0.6969
C 3.0704 -2.5063 1.8101
C -7.0181 -2.5020 1.0516
C -2.7261 1.8191 8.4366
C -8.6432 0.1787 3.0229
C -4.2356 4.4775 -0.0392
H -4.1215 4.1994 -1.0853
H -0.1141 1.4326 5.8186
H -1.1277 0.0896 2.6068
H 3.5937 -1.6780 3.7500
H 4.0093 -6.4431 -1.1055
H -0.2059 5.0038 2.5853
H 4.3883 -6.7074 -6.5960
H -8.4994 -0.0815 4.0784
H -5.4343 -1.1694 1.6174
H -9.0512 -1.8764 1.5111
H 4.0507 7.5379 -1.5897
H -2.1847 -2.9229 -0.7258
H 5.3475 6.3633 -1.3121
H -3.5597 2.3973 8.8468
H -9.6710 -0.0685 2.7330
H 1.5842 6.3098 -6.4928
H 1.8921 4.0805 0.9318
H -1.9801 1.6797 9.2164
H 3.5801 -2.6915 0.8622
H 1.4443 2.4414 -7.2772
H 2.6314 -3.4648 2.0925
H 2.4797 4.7136 -3.4232
H -2.4534 -0.6684 1.2361
H -3.9307 -1.5218 -1.8306
H 0.4531 2.3383 -8.7551
H 0.2779 4.5576 -7.6429
H 4.3973 4.5638 -5.6710
H -4.1421 4.5978 2.3955
H 6.7839 -4.3554 -7.5735
H -0.5642 0.9710 1.2004
H 3.5853 3.0267 -5.3207
H -5.1953 -3.0565 -0.7545
H 1.6890 -5.5210 -1.1558
H -4.6228 2.5309 3.6729
H 4.2663 8.1822 -3.9790
H 0.2638 -6.2163 2.9496
H -6.6280 -3.3964 1.5476
H -4.7363 -0.1895 6.9750
H -2.2808 2.3755 7.6077
H 0.4945 3.2068 0.2888
H -8.4971 1.2517 2.8984
H -0.5246 -3.7424 0.4552
H -0.1122 2.5326 2.6002
H 0.3570 -3.7348 -1.6158
H 0.9493 -2.1094 -1.2641
H -3.9163 5.5167 0.0869
H 3.0810 -5.9021 -7.4792
H 5.1075 -3.2431 -5.4003
H 3.7173 4.5118 -1.3454
H -3.7366 0.0216 4.7735
H -5.2590 1.8111 0.1910
H -1.0506 4.6418 1.0465
H 3.8184 3.5342 -7.0083
H -4.3507 1.5081 6.6500
H -6.1189 0.6576 1.2478
H 4.1546 -3.0247 -3.9089
H -0.3854 -0.2476 5.2885
H -8.1106 -2.3725 2.9324
H 2.6300 -5.8334 -5.0975
H -7.0005 1.9980 0.4849
H 2.1573 1.8430 -8.7922
H -0.1782 -6.5045 5.2525
H 3.7187 -5.3656 0.2848
H -2.6684 -0.9132 5.8393
H 1.0742 -2.7211 3.5161
H -3.8932 -0.4232 -0.4434
H 0.2372 5.8535 1.1138
H 1.0304 5.6946 -8.7738
H -4.2043 -3.0103 0.7055
H 0.3057 -4.8709 5.6709
H 6.4625 -6.0818 -7.8286
H 2.7614 7.2858 -3.6460
H 1.4682 -4.9578 3.2209
H 1.5205 3.8027 -2.2245
H -0.4159 -1.8367 3.4179
H 0.7929 5.1511 -3.1266
H -0.1147 -0.8299 0.0807
H -4.0585 1.5340 2.3202
H 4.6550 -4.7902 -1.0891
H 2.6360 -4.9848 -2.5501
H -7.5016 -2.8310 0.1284
H 1.4077 3.2199 3.1829
H 1.5426 -6.0940 5.3086
H 6.4083 -5.3994 -6.1841
H -6.1732 -0.7773 0.0673
H 1.0778 -4.1864 0.9231
H 3.8075 6.7994 -4.9948
H 0.7804 0.7481 3.5760
H 5.3849 -1.4938 1.5740
H -5.2867 4.3891 0.2435
H 2.8975 -4.1915 -5.7121
H -1.6606 -1.3002 -1.2614
H 3.3582 5.7063 -0.0826
H -2.0300 -2.3517 1.5616
H 5.7951 -3.7046 -3.8285
H -2.6987 3.5958 2.6205
H -0.8770 0.2629 6.9161
H 3.0485 5.8132 -7.3585
*
```

The HOMO-LUMO gap is 0.286 Eh. The value obtained for the largest force on an atom is 0.74 eV Å⁻¹. The total energy is -3859.2006 a.u.


2.
ORCA calculation (the ωB97M-V functional and the def2-TZVPD basis) on a 7-piece molecular cluster, C46H108BBrN9O8 overall in a non-equilibrium geometry.

ORCA input file:
```
! wB97M-V def2-TZVPD RIJCOSX def2/J DEFGRID3
* xyz 1 1
Br -0.7979 2.0387 -2.3720
O -2.8314 -0.0165 -5.6062
O -2.0724 5.5100 2.0751
O -5.0479 -4.4184 -1.3095
O -2.7973 -11.0074 -0.0960
O 1.9328 0.9111 3.9722
O -0.6840 7.4253 -1.7724
O -6.9851 2.9266 2.8064
O 4.5816 -3.7800 2.4656
N 1.7859 0.5296 0.5089
N -8.3982 4.8133 4.4621
N 0.4968 4.2648 2.1859
N -1.9798 -1.3547 -3.2105
N 1.5479 6.2375 -3.1240
N 1.6304 -1.4141 3.3628
N 7.8565 0.2468 3.2682
N -4.2724 -8.7638 0.9358
N -3.1105 -3.8156 0.7232
C -6.0998 4.7871 5.2590
C -3.2885 -1.6620 -3.7989
C 5.1691 -2.4677 -2.1339
C 5.6000 -3.3058 0.2582
C 4.6971 1.4940 -3.7111
C -0.3071 0.8765 1.5581
C -5.4172 -3.6410 -0.1867
C 4.0526 1.2186 1.3216
C -2.3004 6.5044 3.0607
C -3.4552 -9.5860 1.8344
C -0.0315 1.3850 -0.7457
C -3.7903 -0.5158 -4.6905
C -5.6985 3.3491 2.4014
C -4.5408 -3.8588 1.0558
C -1.0801 5.8367 1.1175
C -4.8396 -5.1590 1.7935
C -7.1262 2.6915 4.1966
C 0.3369 6.5953 -3.8729
C 0.6039 7.8705 -4.6657
C -5.5290 -5.7534 -1.2958
C 3.1844 0.1166 0.6588
C -1.4182 -10.7642 -0.3041
C 7.7379 1.5409 2.6040
C -7.3603 3.9553 5.0402
C -2.6858 -0.7765 -6.7946
C 1.0055 0.4998 1.6014
C -3.2112 -10.9895 1.2577
C 5.0861 -4.3566 1.2564
C 2.1042 1.0334 -1.9373
C -0.8921 6.6831 -2.9540
C 0.3632 5.5919 1.5855
C 1.2799 0.9623 -0.6632
C 5.4461 0.7031 1.7070
C 6.3056 1.9220 2.1171
C 5.6311 -3.1728 3.2055
C -2.1735 -8.8277 2.1663
C 4.5344 1.9283 -2.2237
C -0.8636 1.3378 0.3719
C 6.3938 -0.4267 -3.1538
C 5.1258 0.0132 -3.9253
C 5.3902 -3.6963 -1.2317
C -0.7882 8.8336 -1.9069
C 6.4505 -1.9364 -2.8048
C 0.8799 6.6476 2.5573
C 3.0550 2.2912 -1.9307
C -3.2047 -3.0070 -4.5094
B 1.5418 0.0106 3.0430
H -1.6358 6.3621 3.9155
H 3.2554 -0.8367 1.1948
H -2.1835 7.5131 2.6564
H -4.4042 -5.1343 2.7936
H -5.6066 -6.0884 -2.3308
H -1.6857 -8.4280 1.2769
H -0.3176 8.2661 -5.0972
H 0.4777 6.5195 3.5621
H 3.6513 -0.0747 -0.3056
H -8.1550 4.9734 3.4875
H 5.1861 2.7834 -2.0007
H 5.2983 -2.9454 4.2262
H -1.9391 -1.5624 -6.6627
H -2.9576 -4.4631 -0.0465
H 1.0070 5.6292 0.7006
H 6.6743 -3.1451 0.4301
H 7.9005 -0.4874 2.5724
H 8.0200 2.2972 3.3501
H 5.3600 2.1518 -4.2831
H -1.5426 9.1179 -2.6447
H 2.7735 0.1668 -2.0219
H -1.2132 6.8619 0.7565
H -5.6188 4.4373 2.4472
H 4.4649 -2.7420 -2.9313
H -1.3622 -1.0803 -3.9715
H 6.3142 2.5900 1.2435
H -6.2541 5.4956 6.0731
H 0.8800 -1.9521 2.9393
H 0.1395 5.7993 -4.5978
H 6.5976 0.1430 -2.2383
H -2.3255 -0.1065 -7.5753
H 5.9242 -2.2215 2.7393
H -9.2690 4.2915 4.4111
H -5.2970 -2.5992 -0.5017
H 3.6945 1.5942 -4.1544
H 6.2051 -4.3543 -1.5522
H -6.2760 2.1089 4.5764
H -6.4817 -3.7769 0.0425
H 5.9156 0.1280 0.8933
H 7.2818 -2.1515 -2.1160
H -1.2247 -9.6940 -0.4098
H 0.2454 3.5730 1.4850
H -0.9322 0.8331 2.4451
H -4.8242 -6.4141 -0.7868
H -4.9064 2.8874 2.9994
H 1.4753 1.0084 -2.8234
H -4.0092 -1.7749 -2.9829
H 3.5349 1.6858 2.1679
H -3.6348 -1.2106 -7.1191
H -2.3958 -7.9793 2.8149
H -0.8049 -11.1794 0.5005
H -4.7522 -3.0361 1.7468
H -4.7153 -0.7904 -5.2120
H 4.1806 1.9837 0.5448
H 1.0587 8.6508 -4.0558
H -1.8982 1.6613 0.2986
H -7.7048 3.6245 6.0245
H 0.1778 9.2695 -2.1691
H 6.4877 -3.8551 3.3056
H 0.6304 7.6531 2.2138
H 4.2444 -0.6199 -3.7673
H 5.8975 -5.0442 1.5442
H -1.2702 5.1797 0.2623
H 5.3056 0.0097 2.5458
H -4.4237 -6.0312 1.2896
H 4.4734 -4.3053 -1.2554
H -4.0064 -9.7145 2.7706
H -3.1179 -3.8080 -3.7746
H -5.1697 -9.2208 0.7951
H 1.2932 7.6660 -5.4850
H 5.0898 -2.3614 0.4756
H -1.1339 -11.2445 -1.2406
H -0.2369 4.1794 2.8866
H -8.0090 2.0544 4.2944
H -5.2503 4.1535 5.5255
H -2.3389 -3.0846 -5.1678
H -2.5133 -11.5625 1.8815
H 2.5247 -1.8264 3.0984
H 6.6822 -2.4827 -3.7296
H -1.0792 9.2393 -0.9375
H -5.5638 3.0546 1.3593
H 4.8640 1.1243 -1.5530
H -5.8296 5.3697 4.3778
H -4.1009 -3.1958 -5.1034
H 5.7438 2.4603 2.8951
H -1.4607 -9.4687 2.6893
H -2.8940 -2.9072 0.3201
H -4.0378 0.3300 -4.0415
H 7.1007 0.0895 3.9211
H 5.3757 -0.0853 -4.9913
H -6.5154 -5.8264 -0.8304
H 2.7289 3.0022 -2.6993
H -2.0618 -0.5113 -2.6509
H 2.9853 2.8078 -0.9653
H 1.9656 6.5843 2.6397
H 4.2741 -4.9665 0.8443
H -3.3239 6.3892 3.4185
H 1.9918 0.4222 4.8078
H -5.9155 -5.3105 1.9041
H 8.4276 1.6588 1.7633
H -1.7734 7.0503 -3.4952
H 1.6256 6.8845 -2.3425
H 7.2463 -0.2411 -3.8221
H -3.8386 -8.7972 0.0155
H 4.7060 -1.6517 -1.5613
H -4.1617 -11.5294 1.2771
H 1.4026 5.3347 -2.6777
H -1.1351 5.6659 -2.6200
*
```

The HOMO-LUMO gap is 0.255 Eh. The value obtained for the largest force on an atom is 2.20 eV Å⁻¹. The total energy is -5510.7891 a.u.